Molecular formula: C24H34GaN7O2PTe
Method: DFT, wB97M-V/def2-TZVPD

Structure (XYZ):
```
70
Properties=species:S:1:pos:R:3:forces:R:3:mulliken_charge:R:1
Ga 0.4613 -0.6616 0.3107 -0.85 -0.74 -0.66 0.095
C -3.4668 -2.2689 -5.3407 0.06 -0.07 -0.08 -1.578
C -2.8947 -1.8375 -4.0227 0.05 0.01 0.14 0.123
C -3.6477 -1.9385 -2.8499 0.22 -0.07 0.25 -1.030
C -3.1140 -1.5620 -1.6265 0.04 -0.06 -0.19 -0.179
C -1.8242 -1.0007 -1.5058 -0.01 -0.29 -0.25 0.565
N -1.3605 -0.6119 -0.2460 0.29 0.34 0.47 0.700
C -2.3437 -0.0547 0.6219 0.17 -0.14 0.07 -0.200
C -3.2627 0.8785 0.1385 0.08 0.08 0.13 -0.135
C -4.2614 1.3893 0.9413 0.07 -0.02 -0.02 -0.982
C -4.3906 0.9908 2.2730 -0.02 -0.12 -0.04 0.221
C -5.4952 1.5182 3.1375 0.05 0.17 0.09 -1.614
C -3.4535 0.0995 2.7719 0.08 0.00 0.08 -0.639
C -2.4414 -0.4199 1.9667 -0.28 0.38 -0.27 0.389
N -1.5208 -1.3437 2.5411 -0.08 -0.20 0.05 0.364
C -1.7442 -2.2096 3.5440 0.16 -0.20 0.08 -0.076
C -0.5472 -2.8326 3.8440 0.02 -0.03 0.04 -1.294
C 0.3741 -2.2802 2.9635 -0.20 0.08 0.04 -0.355
N -0.2258 -1.3817 2.1736 0.48 0.11 -0.12 -0.388
C -1.0778 -0.8955 -2.6888 -0.46 -0.23 0.21 0.547
C -1.6092 -1.3336 -3.9042 0.06 -0.05 -0.12 -0.733
N 0.1960 -0.2653 -2.7141 0.12 0.17 -0.18 0.373
C 0.7556 0.3621 -3.7689 0.19 0.18 0.05 -0.068
C 1.9865 0.8402 -3.3803 0.12 -0.02 0.02 -1.399
C 2.1138 0.4557 -2.0531 -0.13 -0.14 -0.22 -0.252
N 1.0271 -0.2142 -1.6520 0.26 0.03 0.32 -0.192
H -4.5432 -2.1092 -5.3629 0.00 0.01 -0.03 0.407
H -3.2894 -3.3324 -5.5141 -0.02 0.00 -0.01 0.285
H -3.0210 -1.7287 -6.1733 0.00 0.04 0.00 0.406
H -4.6634 -2.3137 -2.8955 -0.01 0.03 0.02 0.482
H -3.7358 -1.6094 -0.7402 0.03 -0.07 -0.03 0.459
H -3.1878 1.1900 -0.8953 0.00 0.02 -0.01 0.607
H -4.9475 2.1183 0.5303 -0.06 -0.02 0.00 0.472
H -6.3594 1.7938 2.5369 -0.03 -0.04 0.02 0.408
H -5.1695 2.4161 3.6665 -0.01 0.01 0.00 0.316
H -5.8020 0.7915 3.8874 -0.02 -0.02 -0.02 0.403
H -3.5106 -0.1913 3.8137 0.03 0.01 0.02 0.555
H -2.7136 -2.3561 3.9882 -0.08 0.15 -0.09 0.538
H -0.3785 -3.5768 4.6020 0.01 0.01 0.04 0.512
H 1.4295 -2.4759 2.8670 0.00 -0.01 -0.06 0.571
H -1.0030 -1.2661 -4.7981 0.03 0.00 -0.01 0.552
H 0.2680 0.4690 -4.7214 -0.16 -0.06 0.07 0.521
H 2.6895 1.3982 -3.9725 -0.01 0.00 -0.04 0.465
H 2.9494 0.6156 -1.3914 -0.01 0.00 0.04 0.537
C 3.8660 0.4079 1.6778 -0.06 -0.06 -0.14 -0.994
Te 1.9775 1.3335 1.2488 0.11 -0.05 0.52 0.376
C 1.4080 1.3015 3.3044 -0.05 -0.01 -0.01 -1.000
H 3.7135 -0.6001 2.0515 -0.04 0.02 0.02 0.312
H 4.3424 1.0216 2.4391 -0.07 0.06 -0.01 0.411
H 4.4891 0.3981 0.7874 -0.06 0.03 -0.04 0.367
H 2.0251 2.0363 3.8170 -0.01 0.03 -0.06 0.445
H 1.5821 0.3097 3.7122 0.00 0.00 -0.06 0.328
H 0.3585 1.5692 3.3962 0.00 0.03 -0.07 0.324
N 3.3534 -4.7426 -0.8959 -0.05 -0.05 -0.15 -0.195
C 2.1480 -5.0331 -0.0598 -0.67 0.14 0.04 -0.852
P 0.8401 -3.8580 -0.6809 0.49 0.48 0.46 1.082
O 0.9267 -3.9458 -2.1614 -0.04 -0.22 -0.22 -0.999
O 1.1475 -2.5356 0.0081 -0.13 -0.09 0.24 0.048
C -0.8282 -4.5518 -0.2275 0.55 0.33 0.27 -0.694
N -1.4919 -4.8587 -1.5249 -0.58 0.72 -0.48 -0.172
H 3.7518 -3.8320 -0.6567 0.09 -0.04 -0.01 0.279
H 3.0485 -4.6900 -1.8808 0.06 0.00 -0.01 0.346
H 4.0830 -5.4545 -0.8046 0.01 0.01 0.01 0.403
H 2.3760 -4.9310 0.9984 0.13 0.06 -0.04 0.335
H 1.8273 -6.0549 -0.2593 0.14 -0.04 -0.04 0.452
H -1.3885 -3.8071 0.3374 -0.10 -0.02 -0.10 0.077
H -0.7363 -5.4517 0.3788 -0.06 -0.02 -0.05 0.601
H -2.2204 -4.1444 -1.7587 0.32 -0.45 0.19 0.134
H -1.9000 -5.7915 -1.5704 -0.13 0.00 0.02 0.414
H -0.7604 -4.7512 -2.2597 0.00 -0.06 -0.10 0.414
```
Positions in Å, forces in eV/Å.

As for the net charge: +3. Its HOMO energy is -0.5452 Eh. For the LUMO energy, the calculation gives -7.9 eV. The gap between HOMO and LUMO is 6.9 eV.

=====

Molecular formula: C5H6O2
Method: DFT, wB97M-V/def2-TZVPD

Structure (XYZ):
```
13
Properties=species:S:1:pos:R:3:forces:R:3:mulliken_charge:R:1
C -1.3421 1.0592 0.1468 -0.02 0.06 -0.04 -1.293
C -0.6152 -0.2620 0.2946 -0.02 0.22 0.01 0.407
O -1.4533 -1.3126 -0.1018 -0.08 -0.24 0.22 -0.536
C 0.6677 -0.3945 -0.5205 -0.17 -0.90 -0.07 0.814
O 0.9917 -1.4904 -0.9312 -0.76 0.22 -0.39 -0.568
C 1.6111 0.7633 -0.6362 0.58 -0.57 0.36 -0.815
C 2.5850 0.2634 -0.0799 0.22 0.88 0.25 0.034
H -2.3060 0.9840 0.6582 0.15 0.04 -0.07 0.346
H -1.5244 1.2854 -0.9072 0.01 -0.03 0.11 0.334
H -0.7690 1.8782 0.5919 -0.05 -0.14 -0.09 0.383
H -0.3026 -0.3886 1.3499 0.02 0.05 -0.17 0.163
H -0.8560 -2.0561 -0.2921 -0.24 0.09 -0.12 0.358
H 3.3131 -0.3293 0.4276 0.38 0.34 0.00 0.374
```
Positions in Å, forces in eV/Å.

The SMILES is C#CC(=O)[C@@H](C)O. As for the energy above the lowest of the compared OMol25 structures with the same formula, charge and spin: 374.5 kJ/mol. Its HOMO energy is -0.3764 Eh. For the LUMO energy, the calculation gives 0.0 eV. The gap between HOMO and LUMO is 10.2 eV.

=====

Molecular formula: C9H11N2O
Method: DFT, wB97M-V/def2-TZVPD

Structure (XYZ):
```
23
Properties=species:S:1:pos:R:3:forces:R:3:mulliken_charge:R:1
O -0.8654 1.7270 -1.1381 -0.23 -2.00 -0.60 -0.457
C -0.6404 0.6796 -2.0008 -0.59 0.24 -1.71 0.554
C -1.0977 0.7103 -3.3818 1.16 -2.33 0.29 -0.565
C -0.8307 -0.4865 -4.1919 0.64 0.51 2.51 -0.034
C -0.1354 -1.6347 -3.5861 -0.29 1.55 0.81 -0.552
C 0.3162 -1.5606 -2.2174 -1.26 0.35 -2.53 -0.056
N 0.0365 -0.4099 -1.5080 -0.03 -0.29 -0.63 0.075
H -1.4859 1.3548 -0.4729 0.37 0.74 0.04 0.372
H -1.6513 1.5753 -3.8191 0.66 -0.80 0.76 0.377
H -1.1619 -0.5177 -5.2527 0.29 -0.03 0.99 0.398
H 0.0301 -2.5442 -4.2070 -0.03 0.85 0.80 0.347
H 0.8442 -2.4135 -1.7340 -0.50 1.08 -0.21 0.374
H 0.3592 -0.3633 -0.5337 -0.23 0.14 -0.38 0.149
N 1.4591 -0.0890 2.7825 -0.11 -0.11 -0.07 -0.013
C 1.0318 -0.5331 4.0048 0.02 -0.01 0.02 -0.482
C 0.0278 0.2985 4.4301 0.06 -0.14 0.03 -0.395
C -0.1638 1.2806 3.4251 -0.09 0.02 -0.16 -0.467
C 0.7300 1.0155 2.4195 -0.04 -0.04 -0.24 -0.634
H 2.1925 -0.5075 2.2372 0.03 0.08 0.17 0.211
H 1.4792 -1.3990 4.4655 -0.03 0.07 0.01 0.387
H -0.5102 0.2112 5.3606 0.05 0.01 -0.05 0.399
H -0.8768 2.0902 3.4380 0.06 -0.02 0.02 0.415
H 0.9130 1.5161 1.4804 0.08 0.12 0.12 0.597
```
Positions in Å, forces in eV/Å.

As for the net charge: +1. As for the energy above the lowest of the compared OMol25 structures with the same formula, charge and spin: 87.6 kJ/mol. Its HOMO energy is -0.4033 Eh. For the LUMO energy, the calculation gives -4.9 eV. The gap between HOMO and LUMO is 6.0 eV.

=====

Molecular formula: C5H4Br2Cl2
Method: DFT, wB97M-V/def2-TZVPD

Structure (XYZ):
```
13
Properties=species:S:1:pos:R:3:forces:R:3:mulliken_charge:R:1
C -0.8720 -1.6610 -0.4116 -0.93 1.12 1.83 -0.596
C -0.3938 -0.8716 -1.3697 0.14 0.51 -0.03 0.481
C 0.5285 1.5495 -0.4059 1.20 -2.73 -2.90 -0.582
C -0.1798 0.5641 -1.3088 -1.34 2.00 1.03 -0.044
C 0.7129 1.6427 -1.9117 -0.78 0.74 0.31 0.212
Cl -0.1271 -1.5709 -2.8967 0.29 -0.27 -1.20 -0.177
Cl -2.5668 1.3854 -1.1225 2.38 -0.75 -0.33 -0.290
Br 2.4764 1.1677 -2.6074 -0.95 -0.10 0.31 -0.054
Br 0.0525 3.3061 -2.7340 0.17 -1.21 0.24 -0.038
H -1.1089 -2.7025 -0.6952 0.21 0.70 0.70 0.293
H -1.1825 -1.1575 0.5955 0.67 -1.35 -1.94 0.238
H 0.1080 2.2416 0.1912 -2.13 2.43 1.27 0.271
H 1.4232 1.2401 0.0477 1.07 -1.09 0.70 0.286
```
Positions in Å, forces in eV/Å.

As for the energy above the lowest of the compared OMol25 structures with the same formula, charge and spin: 93.7 kJ/mol. Its HOMO energy (spin up / spin down) is -0.3611 / -0.3612 Eh. For the LUMO energy (spin up / spin down), the calculation gives -2.5 / -2.5 eV. The gap between HOMO and LUMO (spin up / spin down) is 7.4 / 7.4 eV.

=====

Molecular formula: C5H7IN
Method: DFT, wB97M-V/def2-TZVPD

Structure (XYZ):
```
14
Properties=species:S:1:pos:R:3:forces:R:3:mulliken_charge:R:1
C -2.0872 -0.6483 -0.3720 -5.25 -2.60 -4.38 -0.758
C -3.0698 -1.1215 -1.4426 5.19 2.30 5.50 -0.304
C -0.1537 -0.1323 1.4248 -2.49 0.68 0.32 -0.499
C 0.3193 -1.0926 0.4502 3.15 -0.03 0.10 -0.698
C -0.7325 -0.2340 0.0122 -1.83 1.99 -2.06 1.161
N -0.3901 0.7552 -1.2560 -1.76 -0.55 2.14 -0.317
I -4.0870 0.0562 0.3306 0.56 -0.11 -0.10 0.198
H -0.8368 -0.5303 2.1450 -0.56 0.05 0.37 0.311
H 0.2615 0.7967 1.7611 0.94 0.05 -0.25 0.255
H 1.3465 -0.8626 0.2443 0.36 -0.11 -1.08 0.293
H 0.1331 -2.1041 0.5351 -0.42 -1.91 0.40 0.274
H 0.5389 0.7159 -1.5414 2.33 -0.25 -0.61 0.348
H -0.6188 1.7438 -1.0869 -0.41 -0.45 -0.18 0.343
H -0.9996 0.2749 -1.9352 0.21 0.94 -0.18 0.392
```
Positions in Å, forces in eV/Å.

As for the net charge: +1. As for the energy above the lowest of the compared OMol25 structures with the same formula, charge and spin: 507.0 kJ/mol. Its HOMO energy is -0.4721 Eh. For the LUMO energy, the calculation gives -4.1 eV. The gap between HOMO and LUMO is 8.8 eV.

=====

Molecular formula: C27H80N4O13
Method: DFT, wB97M-V/def2-TZVPD

Structure (XYZ):
```
124
Properties=species:S:1:pos:R:3:forces:R:3:mulliken_charge:R:1
C -0.5709 -4.9000 0.2163 -1.71 0.20 -0.48 -0.858
O -0.1294 -3.9406 1.1533 -1.84 0.30 -0.68 -0.591
H 0.2440 -5.4271 -0.1532 1.53 -0.79 -0.94 0.397
H -1.1004 -4.4267 -0.6315 0.55 0.19 0.45 0.054
H -1.2819 -5.6674 0.5586 0.04 0.38 0.80 0.295
H 0.6632 -4.2056 1.5764 1.49 -0.34 0.79 0.406
C 0.8489 -4.5581 4.0173 1.18 -1.53 0.30 -0.653
O 1.7899 -3.9251 3.1618 -0.05 -0.32 -0.61 -0.505
H 0.0230 -3.9026 4.2169 -0.59 0.06 0.08 0.175
H 1.3912 -4.7932 4.9589 -0.63 0.00 -0.22 0.316
H 0.5361 -5.5477 3.5583 0.14 1.29 0.46 0.235
H 1.7439 -2.9844 3.3749 -0.11 0.16 -0.11 0.174
C 3.1278 2.9351 -0.0459 -0.28 -0.27 0.22 -0.063
O 3.3240 1.9919 0.9578 1.15 1.94 2.02 -0.601
H 2.6569 3.8150 0.3181 -0.50 0.62 0.92 0.136
H 2.4959 2.5286 -0.7665 -1.14 -0.58 -1.49 -0.189
H 3.9763 3.3085 -0.5581 1.58 -0.10 -0.33 0.477
H 3.1721 1.1168 0.6974 -0.47 -1.75 -1.28 0.302
C -2.5513 1.6274 -0.2958 -1.13 -0.28 -0.49 -0.760
O -2.8116 0.9185 -1.5077 0.56 -0.79 0.75 -0.289
H -2.4638 0.9531 0.5284 0.03 -0.61 0.48 0.327
H -3.3991 2.3055 -0.1339 0.35 0.08 0.24 0.597
H -1.6427 2.1476 -0.4357 1.07 0.90 0.25 -0.236
H -3.1704 1.6372 -2.0243 -1.15 0.88 -0.93 0.144
C 2.5625 -3.7017 -0.4485 -4.93 1.40 -4.78 0.244
O 1.6360 -3.6326 -1.5148 4.99 -0.31 5.23 -0.649
N 2.8740 -4.8449 0.1102 0.97 -2.14 1.17 -0.304
N 3.1067 -2.6731 0.1573 -0.71 2.30 -0.78 0.005
H 2.6923 -5.5618 -0.5640 0.28 -1.11 0.51 0.324
H 3.4873 -4.9003 0.9767 -1.30 -0.23 -2.00 0.202
H 2.7542 -1.7461 -0.0652 0.16 0.01 -0.08 0.063
H 3.8727 -2.7734 0.7637 0.74 -0.18 0.71 0.231
C -2.9074 2.8711 -3.9957 -4.06 2.60 6.91 0.578
O -3.6571 3.0666 -2.8024 3.42 -0.89 -6.23 -0.750
N -2.7697 3.7333 -4.9393 -2.52 6.81 -2.39 -0.359
N -2.0341 1.9506 -4.0951 2.68 -5.16 -0.10 -0.255
H -3.1152 4.7250 -4.8306 -0.36 -2.00 0.47 0.332
H -2.1343 3.8454 -5.7000 0.81 -1.47 -0.14 0.209
H -1.9830 1.2923 -3.3361 0.00 -0.58 0.25 -0.084
H -1.5648 1.6462 -4.9555 -0.62 0.51 0.48 0.327
C -2.6527 -0.7095 3.2447 -0.90 0.16 0.27 -1.654
C -2.0634 -2.0195 2.7723 -0.53 0.74 7.83 2.573
C -2.6741 -3.2684 3.4136 -0.20 -0.37 0.38 -1.726
O -2.0086 -2.1596 1.5501 0.07 -0.24 -9.90 -0.185
H -3.6295 -0.3498 2.8873 0.23 -0.52 -0.28 0.281
H -1.9356 0.0834 3.1411 0.36 0.55 -0.39 0.264
H -2.7427 -0.8631 4.2931 -0.32 0.26 1.19 0.541
H -1.0354 -1.8777 3.1352 0.50 -0.56 0.95 -0.953
H -2.0016 -4.1418 3.2691 -0.64 0.44 -0.29 0.273
H -3.7307 -3.4881 3.1175 0.97 0.23 -0.21 0.269
H -2.6985 -3.0944 4.4588 -0.12 -0.09 1.40 0.503
H -1.2848 -2.7806 1.3900 0.22 -0.40 -0.85 0.151
C 3.6717 -1.8453 4.5313 -0.50 -0.05 1.10 -1.288
C 2.3788 -1.0039 4.7270 8.60 4.70 6.03 0.819
C 2.6721 0.4560 4.3519 -0.66 0.64 -0.46 -1.548
O 1.3555 -1.4103 4.1922 -8.83 -4.48 -5.74 -0.503
H 4.4923 -1.2112 4.9589 -0.55 -0.83 -0.59 0.433
H 3.8135 -2.0638 3.4742 0.28 0.10 -0.09 0.113
H 3.6209 -2.8190 5.0942 0.06 0.91 -0.59 0.308
H 2.1703 -0.9642 5.8078 0.81 -0.04 0.68 0.242
H 3.4440 0.9580 4.9075 0.83 -0.30 0.17 0.528
H 1.8079 1.1064 4.6335 0.10 -0.60 -0.63 0.288
H 2.8768 0.5110 3.2658 -0.07 0.35 0.60 0.429
H 0.6061 -0.7986 4.2007 0.27 -0.15 -0.06 0.104
C -0.2873 -0.8596 -0.8082 0.42 0.01 -0.61 0.690
C 0.8137 -0.0152 -0.1455 -8.96 -1.23 4.88 2.362
C 0.8087 -0.4092 1.3223 -0.03 1.86 0.25 0.497
O 1.9563 -0.2418 -0.5790 8.06 -1.11 -3.47 -0.761
H -0.0773 -1.9356 -0.7062 0.26 0.32 -0.41 -0.381
H -0.3844 -0.5441 -1.8591 0.09 -0.42 0.22 -0.325
H -1.2414 -0.7165 -0.3439 -0.45 0.31 0.31 0.156
H 0.4688 0.9852 -0.1828 -0.10 1.80 -0.29 -0.670
H 1.5834 0.1581 1.8396 -0.06 -0.15 0.12 -0.543
H 0.9187 -1.4322 1.4860 0.67 -1.91 -0.10 -0.081
H -0.1304 -0.2031 1.7905 -0.67 0.49 0.22 -0.579
H 1.8882 -0.0726 -1.5220 0.81 0.29 -0.46 -0.320
C 2.3056 -0.8576 -3.6012 -0.09 -0.32 -0.51 -1.680
C 2.0401 0.6391 -3.7383 0.94 -2.90 -7.64 1.118
C 0.9414 0.8917 -4.7594 -0.72 -0.11 0.60 -0.747
O 1.7627 1.3053 -2.7245 -1.87 3.49 9.08 -0.121
H 1.3563 -1.3961 -3.5196 0.01 -0.06 0.01 0.217
H 2.8476 -1.1140 -2.6830 0.37 -0.06 -0.56 0.396
H 2.8168 -1.2219 -4.5387 -0.31 0.29 1.19 0.448
H 2.8847 1.1486 -4.1524 1.50 -0.32 -1.11 0.359
H -0.0423 0.5405 -4.4075 0.53 -0.60 -0.01 -0.473
H 1.2325 0.4262 -5.6466 -0.06 -0.70 -1.77 0.630
H 0.7890 1.9513 -4.9069 0.42 0.51 -0.25 0.358
H 1.0097 1.8981 -2.8057 -0.21 0.50 0.21 0.130
C 0.4708 4.5127 -0.9349 0.10 2.29 0.04 -0.252
C -0.4066 4.2556 -2.0847 -2.58 4.73 2.18 0.800
C -0.5290 5.5315 -2.8545 -0.20 0.69 -2.04 -1.767
O -0.0096 3.3478 -2.8984 2.35 -5.83 -4.97 -0.594
H 1.4714 4.8373 -1.2548 -0.26 0.02 -0.05 0.535
H 0.5816 3.6852 -0.3368 0.20 -1.92 1.48 -0.836
H -0.0050 5.3284 -0.3349 0.57 -0.67 -0.50 0.364
H -1.3956 3.9785 -1.8062 -1.19 0.10 1.24 0.256
H 0.4631 5.9317 -3.1084 -0.21 -0.18 -0.12 0.414
H -1.0809 6.3090 -2.4050 -0.57 0.91 1.08 0.452
H -1.1118 5.3480 -3.7915 0.69 0.04 0.42 0.235
H -0.7379 3.0897 -3.5329 1.27 0.31 1.11 0.002
C -3.5383 -3.8033 -2.4202 0.28 1.23 -0.15 -1.639
C -2.9491 -2.3183 -2.4210 5.06 -6.37 2.14 1.742
C -1.7953 -2.1678 -3.3872 0.89 -2.09 -0.02 -0.696
O -3.7598 -1.3819 -2.6115 -6.98 4.16 -2.35 -0.637
H -3.9912 -4.0070 -3.3857 -0.29 -0.08 -0.15 0.462
H -4.2655 -3.9578 -1.6126 0.02 0.33 -0.28 0.350
H -2.7641 -4.5589 -2.2641 0.20 0.30 -0.07 0.345
H -2.5825 -2.1996 -1.4168 0.83 -0.43 0.97 -0.554
H -1.4724 -1.1353 -3.5621 0.13 -0.39 0.34 -0.508
H -2.1914 -2.5678 -4.2808 -0.56 0.04 -1.69 0.721
H -1.0075 -2.9351 -3.1975 0.13 1.14 0.29 0.153
H -3.3852 -0.6295 -2.2036 0.08 1.93 0.84 0.377
C 0.1150 5.1699 2.2442 -0.52 -0.40 0.30 -1.811
C -0.8105 3.9300 2.1050 7.61 0.36 -6.08 1.239
C 0.0104 2.6408 2.2823 -0.16 0.77 -1.13 0.486
O -1.8289 3.8703 2.8064 -7.54 1.09 7.10 -0.624
H -0.3956 6.0985 2.0111 -0.24 0.16 0.17 0.421
H 1.0083 5.1488 1.6160 -0.31 -0.46 -0.15 0.287
H 0.5016 5.1880 3.2451 0.04 0.28 0.79 0.479
H -1.2498 3.9922 1.0883 1.33 -0.30 -0.85 -0.234
H 0.3698 2.4225 3.2703 0.31 0.59 0.71 0.477
H 0.8385 2.6619 1.5780 0.07 -0.65 0.01 -0.353
H -0.7129 1.8622 2.1093 0.03 -0.78 -0.63 -0.811
H -2.2595 3.0472 2.6217 -0.74 -0.54 0.20 0.372
```
Positions in Å, forces in eV/Å.

As for the energy above the lowest of the compared OMol25 structures with the same formula, charge and spin: 833.0 kJ/mol. Its HOMO energy is -0.3253 Eh. For the LUMO energy, the calculation gives 0.1 eV. The gap between HOMO and LUMO is 8.9 eV.

=====

no.,DFT total energy (eV)
1,-108902.598
2,-9373.214
3,-14531.395
4,-170375.459
5,-14875.651
6,-61864.664